## P
A cluster of 2 separate species, C3H12N2O in total. Source: OMol25; level of theory: ωB97M-V/def2-TZVPD.

CARTESIAN COORDINATES (ANGSTROEM)
1 N -1.467 -0.079 0.211
2 C -0.958 -0.576 -1.072
3 C 0.527 -0.873 -0.975
4 N 1.009 -1.337 -2.274
5 H -1.389 -0.790 0.929
6 H -2.448 0.148 0.146
7 H -1.476 -1.479 -1.418
8 H -1.095 0.211 -1.813
9 H 1.058 0.041 -0.705
10 H 0.715 -1.587 -0.160
11 H 2.011 -1.371 -2.287
12 H 0.688 -2.283 -2.449
13 C 0.665 1.689 2.284
14 O 0.266 2.072 0.983
15 H 0.161 2.300 3.040
16 H 0.442 0.634 2.477
17 H 1.742 1.828 2.380
18 H -0.450 1.454 0.703

Summary:
- SMILES string: NCCN.CO
- E_HOMO: -0.3496 Eh
- Kohn-Sham gap: 10.470 eV

***

## Q
A cluster of 2 separate species, C3H12N2O in total. Source: OMol25; level of theory: ωB97M-V/def2-TZVPD.

CARTESIAN COORDINATES (ANGSTROEM)
1 C 1.803 -0.654 -1.265
2 C 0.454 -0.151 -0.778
3 N 0.664 0.805 0.329
4 C -0.399 -1.336 -0.316
5 N -0.979 -2.134 -1.388
6 H 1.697 -1.349 -2.095
7 H 2.443 0.160 -1.618
8 H 2.348 -1.152 -0.465
9 H -0.033 0.428 -1.564
10 H -0.108 1.452 0.388
11 H 0.811 0.396 1.242
12 H -1.161 -1.008 0.399
13 H 0.318 -1.953 0.211
14 H -0.523 -2.997 -1.623
15 H -1.228 -1.563 -2.181
16 O -1.690 3.889 3.578
17 H -2.564 4.183 3.855
18 H -1.852 2.985 3.292

Summary:
- SMILES string: C[C@H](N)CN.O
- E_HOMO: -0.3210 Eh
- Kohn-Sham gap: 9.427 eV

***

Tell me which of them is the most stable. Sure, it is Q.

***

## P
A cluster of 2 separate species, C3H12N2O in total. Source: OMol25; level of theory: ωB97M-V/def2-TZVPD.

CARTESIAN COORDINATES (ANGSTROEM)
1 C 0.497 -1.662 1.285
2 N 0.347 -0.320 0.768
3 C -1.014 0.028 0.407
4 C -1.127 1.494 -0.035
5 N -0.132 1.937 -0.969
6 H -0.186 -1.877 2.122
7 H 0.326 -2.391 0.481
8 H 1.509 -1.787 1.684
9 H 0.737 0.372 1.392
10 H -1.714 -0.133 1.252
11 H -1.349 -0.624 -0.396
12 H -1.097 2.101 0.875
13 H -2.092 1.590 -0.543
14 H 0.847 1.895 -0.745
15 H -0.303 1.690 -1.927
16 O 1.931 -0.669 -1.742
17 H 1.112 -0.813 -1.246
18 H 1.708 -0.833 -2.663

Summary:
- SMILES string: CNCCN.O
- E_HOMO: -0.3222 Eh
- Kohn-Sham gap: 9.724 eV

***

## Q
A cluster of 2 separate species, C3H12N2O in total. Source: OMol25; level of theory: ωB97M-V/def2-TZVPD.

CARTESIAN COORDINATES (ANGSTROEM)
1 N -0.788 2.548 0.173
2 C -0.929 1.154 -0.155
3 C 0.398 0.408 -0.078
4 C 0.539 -0.599 -1.199
5 N 0.644 0.055 -2.495
6 H -0.484 2.706 1.123
7 H -1.608 3.070 -0.084
8 H -1.749 0.603 0.340
9 H -1.369 1.168 -1.145
10 H 0.479 -0.115 0.876
11 H 1.132 1.200 -0.127
12 H 1.258 -1.414 -1.063
13 H -0.397 -1.119 -1.223
14 H 0.811 -0.562 -3.273
15 H 1.313 0.814 -2.513
16 O -0.060 -3.408 3.866
17 H 0.893 -3.402 4.027
18 H -0.083 -3.107 2.950

Summary:
- SMILES string: NCCCN.O
- E_HOMO: -0.3297 Eh
- Kohn-Sham gap: 9.594 eV

***

## R
A cluster of 2 separate species, C3H12N2O in total. Source: OMol25; level of theory: ωB97M-V/def2-TZVPD.

CARTESIAN COORDINATES (ANGSTROEM)
1 N -0.041 -1.334 1.148
2 C 1.133 -0.631 0.501
3 C 0.965 0.846 0.577
4 N 1.973 1.422 -0.378
5 H -0.210 -1.094 2.084
6 H 0.000 -2.359 1.011
7 H 2.038 -0.959 0.998
8 H 1.203 -0.931 -0.545
9 H -0.134 1.085 0.359
10 H 1.191 1.184 1.573
11 H 1.535 1.371 -1.327
12 H 2.036 2.412 -0.205
13 C -2.109 0.452 -1.019
14 O -1.680 -0.873 -0.772
15 H -2.986 0.474 -1.653
16 H -2.279 1.108 -0.154
17 H -1.343 0.995 -1.631
18 H -1.070 -0.922 -0.072

Summary:
- SMILES string: NCCN.CO
- E_HOMO: -0.3486 Eh
- Kohn-Sham gap: 10.489 eV

***

Tell me which of them is the most stable. Sure, it is P.

***

## P
A cluster of 2 separate species, C3H12N2O in total. Source: OMol25; level of theory: ωB97M-V/def2-TZVPD.

CARTESIAN COORDINATES (ANGSTROEM)
1 C -2.255 -0.816 1.932
2 C -2.901 -2.179 2.059
3 O -2.603 -2.943 0.904
4 H -1.174 -0.874 2.013
5 H -2.655 -0.225 2.765
6 H -2.598 -0.316 1.028
7 H -2.576 -2.640 3.002
8 H -3.986 -2.023 2.140
9 H -3.109 -3.760 0.912
10 N 3.499 1.601 -2.611
11 C 2.303 1.209 -1.880
12 N 1.811 2.329 -1.057
13 H 3.958 1.169 -3.365
14 H 3.820 2.521 -2.362
15 H 2.474 0.386 -1.189
16 H 1.509 1.027 -2.604
17 H 2.131 3.184 -1.491
18 H 2.351 2.350 -0.197

Summary:
- SMILES string: CCO.NCN
- E_HOMO: -0.3211 Eh
- Kohn-Sham gap: 9.780 eV

***

## Q
A structure of composition C3H12N2O. Source: OMol25; level of theory: ωB97M-V/def2-TZVPD.

CARTESIAN COORDINATES (ANGSTROEM)
1 N 1.020 0.280 1.267
2 C -0.541 -0.561 0.107
3 C -1.481 -1.735 0.331
4 C -1.095 0.614 -0.583
5 N -0.055 1.492 -1.234
6 H 1.511 0.799 2.000
7 H 0.317 -0.894 -0.431
8 H 0.026 -0.288 1.281
9 H -2.164 -1.504 1.197
10 H -0.885 -2.519 0.778
11 H -1.994 -1.970 -0.608
12 H -1.653 0.196 -1.451
13 H -1.558 1.377 0.057
14 H 0.675 1.527 -0.518
15 H -0.401 2.418 -1.442
16 H 2.603 0.068 0.480
17 H 2.551 0.656 -0.858
18 O 3.124 0.044 -0.374

Summary:
- E_HOMO: -0.3256 Eh
- Kohn-Sham gap: 7.214 eV

***

Tell me which of them is the most stable. Sure, it is P.

***

## P
The ion H11N4OSi4 with charge -1. Source: OMol25; level of theory: ωB97M-V/def2-TZVPD.

CARTESIAN COORDINATES (ANGSTROEM)
1 N 2.241 -0.325 0.115
2 N 0.226 -0.897 -1.689
3 N -0.251 0.899 0.463
4 N -2.277 0.358 -1.666
5 O -2.932 1.366 0.354
6 Si 1.811 -1.303 -1.288
7 Si 1.153 0.325 1.332
8 Si -1.140 -0.299 -0.707
9 Si -1.812 1.303 1.362
10 H 3.033 0.213 -0.054
11 H -0.036 -1.506 -2.386
12 H 0.036 1.640 -0.169
13 H 2.584 -1.076 -2.444
14 H 2.114 -2.800 -0.845
15 H 0.626 -0.793 2.241
16 H 2.142 1.362 2.103
17 H -3.206 -0.077 -1.630
18 H -1.299 -1.372 0.240
19 H -1.785 0.331 2.663
20 H -1.228 2.650 2.002

Summary:
- E_HOMO: -0.0931 Eh
- Total charge: -1
- Kohn-Sham gap: 5.544 eV

***

## Q
A structure of composition H11N4OSi4. Source: OMol25; level of theory: ωB97M-V/def2-TZVPD.

CARTESIAN COORDINATES (ANGSTROEM)
1 N 0.641 -1.678 0.383
2 N -2.214 -0.959 -0.389
3 N 2.145 0.993 0.586
4 N -2.191 2.122 0.083
5 O -0.503 2.156 -0.447
6 Si -0.718 -1.758 -0.742
7 Si 2.088 -0.779 0.312
8 Si -2.446 0.538 0.619
9 Si 1.120 2.139 -0.416
10 H 0.382 -1.850 1.361
11 H -2.785 -0.906 -1.227
12 H 2.109 1.201 1.583
13 H -0.151 -0.878 -2.050
14 H -0.854 -3.232 -1.050
15 H 2.769 -1.850 1.271
16 H 2.782 -0.958 -0.951
17 H -3.859 0.045 0.788
18 H -1.534 0.203 1.888
19 H 1.681 3.420 0.135
20 H 1.536 2.031 -1.736

Summary:
- E_HOMO: -0.1548 Eh
- Total charge: -1
- Kohn-Sham gap: 7.732 eV

***

Tell me which of them is the most stable. Sure, it is P.

***

## P
The molecule C5H13NO. Source: OMol25; level of theory: ωB97M-V/def2-TZVPD.

CARTESIAN COORDINATES (ANGSTROEM)
1 C -0.327 -2.685 -0.289
2 C -1.362 -1.750 0.358
3 C -0.642 -0.478 0.899
4 C -0.022 0.349 -0.243
5 N 0.440 1.640 0.266
6 C 0.992 2.523 -0.732
7 O 2.143 3.218 -0.167
8 H 0.645 -2.273 -0.566
9 H -0.735 -3.182 -1.170
10 H 0.008 -3.440 0.430
11 H -2.142 -1.342 -0.296
12 H -1.925 -2.270 1.139
13 H 0.161 -0.790 1.574
14 H -1.393 0.038 1.517
15 H 0.833 -0.209 -0.597
16 H -0.708 0.416 -1.099
17 H -0.271 2.076 0.838
18 H 1.425 1.939 -1.550
19 H 0.427 3.443 -0.917
20 H 2.454 2.777 0.608

Summary:
- SMILES string: CCCCNCO
- E_HOMO: -0.3394 Eh
- Kohn-Sham gap: 10.292 eV

***

## Q
The molecule C5H13NO. Source: OMol25; level of theory: ωB97M-V/def2-TZVPD.

CARTESIAN COORDINATES (ANGSTROEM)
1 C -1.074 1.230 -0.027
2 C 0.088 0.324 0.400
3 C -0.158 -0.148 1.837
4 C 1.401 1.104 0.319
5 N 0.409 -1.107 -0.414
6 C -0.330 -0.923 -1.580
7 O 0.065 -2.252 -2.333
8 H -2.031 0.702 -0.009
9 H -1.161 2.083 0.658
10 H -0.923 1.659 -1.022
11 H 0.679 -0.739 2.219
12 H -0.282 0.708 2.511
13 H -1.072 -0.748 1.908
14 H 1.358 1.998 0.955
15 H 2.248 0.505 0.665
16 H 1.609 1.436 -0.703
17 H -0.014 -1.871 0.111
18 H 0.028 -0.127 -2.231
19 H -1.416 -0.978 -1.493
20 H 0.575 -2.856 -1.771

Summary:
- SMILES string: CC(C)(C)NCO
- E_HOMO: -0.3502 Eh
- Kohn-Sham gap: 10.287 eV

***

## R
The molecule C5H13NO. Source: OMol25; level of theory: ωB97M-V/def2-TZVPD.

CARTESIAN COORDINATES (ANGSTROEM)
1 C 0.061 1.357 -1.532
2 C 0.823 0.143 -0.995
3 C 2.063 0.656 -0.182
4 C 0.054 -0.690 0.082
5 N -0.886 -1.546 -0.646
6 C -0.749 0.267 1.136
7 O -1.324 -0.434 2.249
8 H -0.518 2.025 -0.851
9 H -0.643 0.893 -2.297
10 H 0.751 2.107 -2.060
11 H 1.290 -0.251 -1.927
12 H 3.090 0.134 -0.133
13 H 1.893 1.070 0.872
14 H 2.439 1.629 -0.733
15 H 0.707 -1.250 0.748
16 H -1.099 -1.307 -1.604
17 H -0.785 -2.576 -0.763
18 H -0.016 0.936 1.559
19 H -1.570 0.942 0.781
20 H -2.254 -0.451 1.878

Summary:
- SMILES string: CC(C)[C@H](N)CO
- E_HOMO: -0.3220 Eh
- Kohn-Sham gap: 9.776 eV

***

## S
A cluster of 2 separate species, C5H13NO in total. Source: OMol25; level of theory: ωB97M-V/def2-TZVPD.

CARTESIAN COORDINATES (ANGSTROEM)
1 H -1.165 -1.007 2.161
2 N -0.272 -0.937 1.677
3 C 0.239 0.218 1.637
4 C 1.622 0.426 1.117
5 C 1.769 1.756 0.380
6 H -0.179 1.081 2.180
7 H 2.301 0.419 1.977
8 H 1.883 -0.414 0.469
9 H 1.522 2.589 1.037
10 H 2.791 1.880 0.027
11 H 1.104 1.797 -0.482
12 C -2.143 -0.507 -1.590
13 C -0.676 -0.930 -1.538
14 O -0.464 -2.088 -0.794
15 H -2.264 0.363 -2.230
16 H -2.496 -0.262 -0.589
17 H -2.750 -1.322 -1.979
18 H -0.312 -1.132 -2.548
19 H -0.081 -0.094 -1.095
20 H -0.427 -1.836 0.184

Summary:
- SMILES string: [H]/N=C/CC.CCO
- E_HOMO: -0.3479 Eh
- Kohn-Sham gap: 10.311 eV

***

Tell me which of them is the most stable. Sure, it is S.

***

## P
The molecule C5H7N. Source: OMol25; level of theory: ωB97M-V/def2-TZVPD.

CARTESIAN COORDINATES (ANGSTROEM)
1 C -2.192 -0.974 0.721
2 C -1.004 -0.855 0.871
3 C 0.429 -0.594 1.053
4 N 0.989 0.493 0.246
5 C 0.132 1.255 -0.644
6 C 1.118 0.291 -1.182
7 H -3.248 -1.060 0.601
8 H 0.593 -0.344 2.108
9 H 1.002 -1.507 0.849
10 H 0.320 2.322 -0.671
11 H -0.913 0.962 -0.727
12 H 2.055 0.637 -1.613
13 H 0.716 -0.627 -1.613

Summary:
- SMILES string: C#CCN1CC1
- E_HOMO: -0.3406 Eh
- Kohn-Sham gap: 10.406 eV

***

## Q
The molecule C5H7N. Source: OMol25; level of theory: ωB97M-V/def2-TZVPD.

CARTESIAN COORDINATES (ANGSTROEM)
1 C 1.544 0.395 0.121
2 C -0.131 0.733 0.087
3 C -1.001 -0.030 -0.838
4 C -1.025 -0.047 0.855
5 C -1.434 -1.118 -0.068
6 N 1.914 -0.883 0.208
7 H 1.965 1.012 0.841
8 H 1.736 0.736 -0.882
9 H 1.938 -1.487 -0.571
10 H -0.225 1.741 0.244
11 H -1.516 0.515 -1.494
12 H -1.649 0.365 1.723
13 H -2.116 -1.933 -0.227

Summary:
- E_HOMO (spin up / spin down): -0.2699 / -0.2308 Eh
- Kohn-Sham gap (spin up / spin down): 7.925 / 6.467 eV

***

## R
A structure of composition C5H7N. Source: OMol25; level of theory: ωB97M-V/def2-TZVPD.

CARTESIAN COORDINATES (ANGSTROEM)
1 C -1.453 -0.764 0.574
2 C -0.295 0.020 1.084
3 C 1.473 -0.142 0.217
4 C 1.255 0.846 -0.744
5 C 0.284 0.687 -1.761
6 N -0.582 0.564 -2.527
7 H -2.130 -0.308 -0.177
8 H -1.949 -0.745 1.575
9 H -1.303 -1.822 0.336
10 H -0.701 1.036 1.261
11 H 1.294 -1.180 -0.026
12 H 2.360 0.010 0.844
13 H 1.812 1.784 -0.734

Summary:
- E_HOMO (spin up / spin down): -0.3098 / -0.3012 Eh
- Kohn-Sham gap (spin up / spin down): 7.713 / 7.930 eV

***

## S
The molecule C5H7N. Source: OMol25; level of theory: ωB97M-V/def2-TZVPD.

CARTESIAN COORDINATES (ANGSTROEM)
1 C -2.291 0.371 0.078
2 C -0.817 0.608 0.245
3 C 0.186 0.105 -0.433
4 C 1.518 0.060 -0.749
5 C 2.353 -0.296 0.472
6 N 2.199 -1.272 -0.461
7 H -2.510 -0.322 -0.736
8 H -2.792 1.324 -0.129
9 H -2.727 -0.021 1.005
10 H 1.930 0.635 -1.569
11 H 1.933 -0.452 1.473
12 H -0.553 1.318 1.036
13 H 1.571 -2.057 -0.231

Summary:
- E_HOMO (spin up / spin down): -0.2814 / -0.2889 Eh
- Kohn-Sham gap (spin up / spin down): 7.928 / 7.917 eV

***

Tell me which of them is the most stable. Sure, it is P.